[1]
C4H8O | wB97M-V/def2-TZVPD

The geometry in ORCA input format:
```
! wB97M-V def2-TZVPD RIJCOSX def2/J DEFGRID3
* xyz 0 1
C -0.83 1.33 0.45
C -1.41 0.37 -0.26
C -0.80 -0.84 -0.82
C 0.41 -0.93 -1.34
H 0.22 1.54 0.54
H -1.50 2.01 0.96
H -2.50 0.36 -0.25
H -1.39 -1.74 -0.81
H 0.88 -1.86 -1.62
H 1.05 -0.07 -1.50
O 1.98 0.05 1.53
H 2.12 -0.48 0.74
H 1.02 -0.09 1.60
*
```

**Energy**: -232.38855 a.u.
**SMILES**: C=CC=C.O

---

[2]
C19H31Br30FNO7P2 | wB97M-V/def2-TZVPD

The geometry in ORCA input format:
```
! wB97M-V def2-TZVPD RIJCOSX def2/J DEFGRID3
* xyz -1 1
C 1.36 -2.51 0.04
C 1.73 -3.11 -1.33
O 0.60 -3.56 -2.05
C -0.08 -2.54 -2.77
C -0.04 -2.73 -4.27
P 1.59 -2.38 -5.19
F 1.98 -1.08 -4.13
O 2.54 -3.49 -4.28
C 3.89 -3.15 -4.29
C 4.22 -2.21 -5.48
C 4.67 -0.73 -5.12
C 5.06 -0.46 -3.67
O 5.03 0.98 -3.42
C 3.77 1.41 -3.11
O 3.37 1.59 -1.99
P 5.58 -2.83 -6.55
N 5.61 -2.14 -7.93
O 5.51 -4.44 -6.60
O 6.96 -2.52 -5.74
O 3.03 -2.04 -6.16
H 0.30 -2.64 0.26
H 1.65 -1.46 0.09
H 1.95 -3.01 0.82
H 2.39 -3.97 -1.22
H 2.29 -2.37 -1.91
H -1.13 -2.63 -2.45
H 0.24 -1.54 -2.45
H -0.41 -3.72 -4.53
H -0.75 -2.00 -4.68
H 1.29 -3.46 -6.09
H 0.93 -1.45 -6.04
H 4.23 -2.82 -3.29
H 4.42 -4.10 -4.43
H 5.49 -0.39 -5.76
H 3.82 -0.10 -5.38
H 6.09 -0.78 -3.50
H 4.38 -0.92 -2.96
H 3.08 1.51 -3.96
H 5.53 -2.80 -8.70
H 6.38 -4.78 -6.34
H 7.27 -1.67 -6.07
C 2.52 0.00 3.11
Br 1.42 -1.21 4.12
Br 4.25 -0.74 2.73
Br 1.66 0.60 1.50
H 2.69 0.87 3.72
C -1.97 -2.97 5.74
Br -0.35 -3.09 6.77
Br -3.00 -1.42 6.23
Br -1.61 -3.04 3.86
H -2.56 -3.84 5.98
C -3.08 -0.64 1.32
Br -2.80 -1.43 -0.41
Br -2.34 1.12 1.41
Br -4.95 -0.66 1.83
H -2.56 -1.25 2.03
C -6.30 2.46 3.82
Br -8.11 2.79 3.27
Br -5.21 4.03 3.68
Br -6.23 1.70 5.60
H -5.89 1.72 3.15
C 6.64 4.76 -3.01
Br 7.09 5.98 -4.44
Br 6.05 5.71 -1.44
Br 5.40 3.40 -3.55
H 7.55 4.25 -2.74
C -9.46 2.33 8.25
Br -10.33 1.73 9.86
Br -10.12 1.41 6.70
Br -9.58 4.24 8.05
H -8.41 2.09 8.34
C -1.08 4.34 -1.24
Br 0.68 3.59 -1.12
Br -2.16 3.44 -2.55
Br -1.96 4.38 0.47
H -0.97 5.37 -1.56
C -11.65 -2.41 5.05
Br -9.74 -2.34 5.21
Br -12.51 -1.46 6.49
Br -12.25 -1.78 3.34
H -11.95 -3.45 5.13
C 4.15 3.53 2.02
Br 4.41 2.83 3.80
Br 4.48 5.43 1.96
Br 5.16 2.57 0.71
H 3.10 3.39 1.78
C -4.78 4.85 7.47
Br -3.02 5.61 7.34
Br -5.23 4.35 9.28
Br -6.12 5.99 6.70
H -4.78 3.93 6.88
*
```

**Energy**: -79326.95687 a.u.

---

- The highest energy belongs to which entry?
  C4H8O

---

What did the second record say?
C19H31Br30FNO7P2 | wB97M-V/def2-TZVPD

The geometry in ORCA input format:
```
! wB97M-V def2-TZVPD RIJCOSX def2/J DEFGRID3
* xyz -1 1
C 1.36 -2.51 0.04
C 1.73 -3.11 -1.33
O 0.60 -3.56 -2.05
C -0.08 -2.54 -2.77
C -0.04 -2.73 -4.27
P 1.59 -2.38 -5.19
F 1.98 -1.08 -4.13
O 2.54 -3.49 -4.28
C 3.89 -3.15 -4.29
C 4.22 -2.21 -5.48
C 4.67 -0.73 -5.12
C 5.06 -0.46 -3.67
O 5.03 0.98 -3.42
C 3.77 1.41 -3.11
O 3.37 1.59 -1.99
P 5.58 -2.83 -6.55
N 5.61 -2.14 -7.93
O 5.51 -4.44 -6.60
O 6.96 -2.52 -5.74
O 3.03 -2.04 -6.16
H 0.30 -2.64 0.26
H 1.65 -1.46 0.09
H 1.95 -3.01 0.82
H 2.39 -3.97 -1.22
H 2.29 -2.37 -1.91
H -1.13 -2.63 -2.45
H 0.24 -1.54 -2.45
H -0.41 -3.72 -4.53
H -0.75 -2.00 -4.68
H 1.29 -3.46 -6.09
H 0.93 -1.45 -6.04
H 4.23 -2.82 -3.29
H 4.42 -4.10 -4.43
H 5.49 -0.39 -5.76
H 3.82 -0.10 -5.38
H 6.09 -0.78 -3.50
H 4.38 -0.92 -2.96
H 3.08 1.51 -3.96
H 5.53 -2.80 -8.70
H 6.38 -4.78 -6.34
H 7.27 -1.67 -6.07
C 2.52 0.00 3.11
Br 1.42 -1.21 4.12
Br 4.25 -0.74 2.73
Br 1.66 0.60 1.50
H 2.69 0.87 3.72
C -1.97 -2.97 5.74
Br -0.35 -3.09 6.77
Br -3.00 -1.42 6.23
Br -1.61 -3.04 3.86
H -2.56 -3.84 5.98
C -3.08 -0.64 1.32
Br -2.80 -1.43 -0.41
Br -2.34 1.12 1.41
Br -4.95 -0.66 1.83
H -2.56 -1.25 2.03
C -6.30 2.46 3.82
Br -8.11 2.79 3.27
Br -5.21 4.03 3.68
Br -6.23 1.70 5.60
H -5.89 1.72 3.15
C 6.64 4.76 -3.01
Br 7.09 5.98 -4.44
Br 6.05 5.71 -1.44
Br 5.40 3.40 -3.55
H 7.55 4.25 -2.74
C -9.46 2.33 8.25
Br -10.33 1.73 9.86
Br -10.12 1.41 6.70
Br -9.58 4.24 8.05
H -8.41 2.09 8.34
C -1.08 4.34 -1.24
Br 0.68 3.59 -1.12
Br -2.16 3.44 -2.55
Br -1.96 4.38 0.47
H -0.97 5.37 -1.56
C -11.65 -2.41 5.05
Br -9.74 -2.34 5.21
Br -12.51 -1.46 6.49
Br -12.25 -1.78 3.34
H -11.95 -3.45 5.13
C 4.15 3.53 2.02
Br 4.41 2.83 3.80
Br 4.48 5.43 1.96
Br 5.16 2.57 0.71
H 3.10 3.39 1.78
C -4.78 4.85 7.47
Br -3.02 5.61 7.34
Br -5.23 4.35 9.28
Br -6.12 5.99 6.70
H -4.78 3.93 6.88
*
```

**Energy**: -79326.95687 a.u.

---

- Which formula does entry 1 have?
  C4H8O

---

- Which of these has the lowest energy?
  C19H31Br30FNO7P2